Formula: C3H8NP
Source: the OMol25 dataset
Level of theory: wB97M-V/def2-TZVPD

```
13
Properties=species:S:1:pos:R:3
C -0.21578 -0.62382 -1.11471
C -1.50778 -0.69888 -0.29036
C -0.69583 0.45201 -0.27043
N 0.40825 0.93129 1.32572
P 1.90603 0.42849 1.43582
H 0.54632 -1.25373 -0.66826
H -0.23557 -0.60226 -2.20793
H -2.46265 -0.70446 -0.69671
H -1.41503 -1.51842 0.57712
H -0.78320 1.43970 -0.70086
H 0.21806 1.91823 1.54258
H 1.61852 -0.72548 0.74784
H 2.61866 0.95731 0.32018
```

E_HOMO   -8.08 eV
ΔE to the lowest compared entry with this formula, charge and spin   76.6 kcal per mole
Molar mass   89.078 g/mol
Charge   0

Results of the Löwdin charge analysis, in e, for atoms 1 through 4: -0.150, -0.141, -0.194, -0.393